A cluster of 2 separate species, C5H10O2 in total, computed with wB97M-V/def2-TZVPD.

Geometry (Å):
C: -2.17156 0.50707 0.18729
C: -1.33488 1.70709 -0.25648
C: -1.27128 -0.63431 0.55213
O: -1.28963 -1.72810 0.05710
H: -0.54142 -0.37438 1.34137
H: -2.74262 0.77589 1.07972
H: -2.86403 0.20141 -0.59860
H: -1.96832 2.57986 -0.39170
H: -0.57293 1.93492 0.48511
H: -0.83718 1.49162 -1.19912
C: 2.15986 -1.56169 -0.23424
C: 2.30424 -0.08618 -0.07432
O: 1.73334 0.59327 0.73292
H: 3.00926 0.37150 -0.79786
H: 1.50061 -1.97931 0.52127
H: 1.74646 -1.76691 -1.22083
H: 3.14010 -2.03176 -0.18377

Computed properties:
* E_tot: -346.9635 hartree
* ΔE to the lowest compared entry with this formula, charge and spin: 38.84 kcal per mole
* SMILES string: CCC=O.CC=O
* M: 102.133 g mol⁻¹
* orbital gap: 10.6 eV

Here are the Mulliken charges for atoms 1 to 6, given in e: -0.31 -1.07 0.02 -0.51 0.38 0.28

An isolated molecule of C5H10O2 in a non-equilibrium geometry, computed with wB97M-V/def2-TZVPD.

Geometry (Å):
C: 2.48307 -0.23834 0.74787
O: 1.10949 0.04785 0.75587
C: 0.46690 -0.26820 -0.46658
C: -0.97623 0.17259 -0.37976
C: -1.98337 -0.79478 -0.95438
C: -1.44463 1.19652 0.32338
O: -0.77527 1.90545 1.24620
H: 2.65507 -1.31300 0.59273
H: 2.87619 0.05708 1.72202
H: 3.00043 0.32250 -0.04466
H: 1.04448 0.18658 -1.30120
H: 0.50623 -1.35813 -0.64254
H: -1.62257 -0.60694 -1.96094
H: -3.02718 -0.48344 -0.83519
H: -1.88464 -1.72743 -0.37300
H: -2.48594 1.48998 0.20187
H: 0.05796 1.41169 1.36832

Computed properties:
* E_tot: -346.9221 hartree
* ΔE to the lowest compared entry with this formula, charge and spin: 64.85 kcal per mole
* SMILES string: COC/C(C)=C\O
* M: 102.133 g mol⁻¹
* orbital gap: 9.0 eV

Here are the Mulliken charges for atoms 1 to 6, given in e: -0.76 -0.40 -0.39 0.45 -1.42 -0.26

A cluster of 2 separate species, C5H10O2 in total in a non-equilibrium geometry, computed with wB97M-V/def2-TZVPD.

Geometry (Å):
C: 1.59791 -1.23378 -1.11551
C: 0.95823 -0.66744 1.46174
O: 0.40932 0.39557 1.59369
C: -1.33264 0.37582 -0.02827
C: -1.90322 1.70362 0.36970
C: -0.43646 0.14809 -0.98482
O: 0.15803 -1.09995 -1.09661
H: 2.15755 -0.30667 -0.91901
H: 1.96555 -1.98027 -0.38507
H: 1.86801 -1.61766 -2.09533
H: 0.41655 -1.63555 1.44196
H: 2.05086 -0.70334 1.34517
H: -1.64107 -0.46325 0.59286
H: -2.96534 1.76472 0.12094
H: -1.81636 1.83804 1.45741
H: -1.38045 2.54510 -0.09532
H: -0.10647 0.93697 -1.66354

Computed properties:
* E_tot: -346.8852 hartree
* ΔE to the lowest compared entry with this formula, charge and spin: 87.97 kcal per mole
* SMILES string: C/C=C/OC.C=O
* M: 102.133 g mol⁻¹
* orbital gap: 9.2 eV

Here are the Mulliken charges for atoms 1 to 6, given in e: -0.83 -0.26 -0.39 0.15 -1.18 -0.31

An isolated molecule of C5H10O2, computed with wB97M-V/def2-TZVPD.

Geometry (Å):
O: -2.23032 1.19491 1.20851
C: -1.25208 1.25142 0.19603
C: -0.82899 -0.16210 -0.18757
C: 0.24982 -0.27469 -1.28789
C: 1.48126 -0.83628 -0.54957
C: 1.13705 -0.55844 0.91147
O: -0.26563 -0.76423 0.98477
H: -1.88158 0.57057 1.86227
H: -0.36672 1.81953 0.53204
H: -1.68834 1.78888 -0.65221
H: -1.73306 -0.73271 -0.42607
H: 0.45976 0.69824 -1.74786
H: -0.07628 -0.94859 -2.08480
H: 2.42115 -0.37254 -0.86357
H: 1.56451 -1.91660 -0.70536
H: 1.39928 0.47729 1.18302
H: 1.61018 -1.23467 1.62679

Computed properties:
* E_tot: -346.9758 hartree
* ΔE to the lowest compared entry with this formula, charge and spin: 31.14 kcal per mole
* SMILES string: OC[C@H]1CCCO1
* M: 102.133 g mol⁻¹
* orbital gap: 10.8 eV

Here are the Mulliken charges for atoms 1 to 6, given in e: -0.55 -0.57 0.13 -0.63 -0.45 -0.43

A structure of composition C5H10O2, computed with wB97M-V/def2-TZVPD.

Geometry (Å):
C: 2.20953 1.29304 -0.29429
O: 1.12980 1.22196 0.59936
C: 0.01206 -1.04436 -0.59628
C: 0.13960 -1.69440 0.56411
O: -1.13791 -1.53331 1.04770
C: -1.43776 -0.84608 -0.22312
C: -2.07308 0.50958 -0.02848
H: 2.73770 0.33574 -0.39910
H: 1.88966 1.61219 -1.29397
H: 2.91257 2.03607 0.08934
H: 0.62727 -0.80470 -1.44957
H: 0.87889 0.29401 0.70805
H: 0.88120 -2.26901 1.10766
H: -2.08256 -1.50728 -0.80782
H: -2.26500 0.96944 -1.00507
H: -3.03627 0.38910 0.47931
H: -1.43333 1.17681 0.55433

Computed properties:
* E_tot: -346.8971 hartree
* ΔE to the lowest compared entry with this formula, charge and spin: 80.52 kcal per mole
* M: 102.133 g mol⁻¹
* orbital gap: 10.1 eV

Here are the Mulliken charges for atoms 1 to 6, given in e: -0.67 -0.52 -0.71 -0.33 -0.43 0.68

An isolated molecule of C5H10O2 in a non-equilibrium geometry, computed with wB97M-V/def2-TZVPD.

Geometry (Å):
C: 2.48727 -0.23991 0.74659
O: 1.11489 0.04766 0.77917
C: 0.45538 -0.26947 -0.43043
C: -0.98409 0.16300 -0.33200
C: -1.95133 -0.75603 -0.98497
C: -1.45204 1.19469 0.36493
O: -0.76619 1.94157 1.25128
H: 2.65735 -1.31413 0.58340
H: 2.89273 0.05099 1.71650
H: 2.99214 0.32410 -0.05176
H: 0.99877 0.19771 -1.27891
H: 0.50717 -1.35851 -0.61486
H: -1.65503 -0.74086 -2.03377
H: -2.99297 -0.43584 -0.87959
H: -1.87032 -1.73348 -0.48066
H: -2.49841 1.48033 0.26013
H: 0.06467 1.44817 1.38497

Computed properties:
* E_tot: -346.9428 hartree
* ΔE to the lowest compared entry with this formula, charge and spin: 51.87 kcal per mole
* SMILES string: COC/C(C)=C\O
* M: 102.133 g mol⁻¹
* orbital gap: 9.1 eV

Here are the Mulliken charges for atoms 1 to 6, given in e: -0.75 -0.40 -0.37 0.59 -1.41 -0.35

A cluster of 2 separate species, C5H10O2 in total, computed with wB97M-V/def2-TZVPD.

Geometry (Å):
C: -2.29771 -0.94220 0.93524
C: -1.15942 -0.33352 0.18029
C: -0.15760 -1.11910 -0.21219
O: 0.57683 -0.90199 -1.33290
C: 1.76384 0.80375 0.59793
C: 1.34147 1.64186 -0.33791
O: 1.88549 1.66084 -1.58726
H: -2.79736 -0.27507 1.64053
H: -1.97352 -1.84852 1.45811
H: -3.04444 -1.25871 0.19504
H: -1.26086 0.68576 -0.18887
H: 0.05975 -2.04059 0.33126
H: 1.42621 -1.35296 -1.26920
H: 1.32028 0.79495 1.58434
H: 2.51635 0.05935 0.35672
H: 0.53764 2.35537 -0.15360
H: 1.26304 2.07079 -2.19753

Computed properties:
* E_tot: -346.9055 hartree
* ΔE to the lowest compared entry with this formula, charge and spin: 75.26 kcal per mole
* SMILES string: C/C=C/O.C=CO
* M: 102.133 g mol⁻¹
* orbital gap: 9.1 eV

Here are the Mulliken charges for atoms 1 to 6, given in e: -1.20 0.05 -0.15 -0.41 -0.84 -0.02

A structure of composition C5H10O2, computed with wB97M-V/def2-TZVPD.

Geometry (Å):
C: 1.47352 -0.82018 -0.35096
C: 1.32787 -0.28449 1.06661
O: 0.34378 0.73535 1.07168
C: -0.75621 0.24424 0.34347
C: -1.77935 1.34270 0.14395
C: -0.24097 -0.25577 -1.00718
O: -0.82132 -1.29322 -1.59068
H: 1.79272 -1.87624 -0.35612
H: 0.40136 -1.39368 -1.01992
H: 2.15716 -0.25566 -0.98552
H: 1.02830 -1.09657 1.74705
H: 2.25299 0.15780 1.44565
H: -1.20721 -0.62540 0.85067
H: -2.61424 0.96872 -0.45665
H: -2.16315 1.68453 1.10871
H: -1.32343 2.19640 -0.36888
H: 0.12818 0.57146 -1.64188

Computed properties:
* E_tot: -346.8451 hartree
* ΔE to the lowest compared entry with this formula, charge and spin: 113.17 kcal per mole
* M: 102.133 g mol⁻¹
* orbital gap: 10.2 eV

Here are the Mulliken charges for atoms 1 to 6, given in e: -0.81 -0.31 -0.41 0.35 -1.43 0.25